1.
Here is 17 unconnected molecules or ions with the total composition C63H86ClN18O6PS2 at a distorted geometry from the OMol25 dataset. Energies are from ωB97M-V with the def2-TZVPD basis set.

Last column: Mulliken charge in e.
Cartesian coordinates (Å):
Cl: 3.783 -3.406 -2.087  -0.261
S: -2.871 0.995 -0.172  -0.138
S: 5.271 -2.557 -3.212  1.356
P: 3.392 6.193 -2.826  0.481
O: 5.483 -3.399 -4.361  -0.641
O: -4.701 0.225 1.794  -0.324
O: 2.530 7.391 -2.611  -0.550
O: 4.676 3.516 -3.052  -0.585
O: 6.454 -2.549 -2.395  -0.658
O: 7.235 2.898 0.851  -0.569
N: -9.222 -0.676 6.582  -0.448
N: 5.033 -2.077 3.415  -0.257
N: 5.883 -0.075 -6.773  -0.435
N: 0.617 -2.276 -3.596  -0.375
N: -7.240 9.155 -3.772  -0.364
N: 6.596 -5.539 2.933  -0.560
N: -12.585 5.613 -3.094  -0.391
N: -4.917 -0.706 -0.179  -0.486
N: -11.751 -1.523 1.471  -0.460
N: -1.551 10.477 -4.028  -0.366
N: 0.000 3.407 -1.085  -0.462
N: -11.007 -9.893 9.400  -0.355
N: -9.429 0.449 -3.716  -0.404
N: 11.556 -1.244 0.790  -0.375
N: -2.368 -5.101 2.451  -0.402
N: -5.870 -1.227 0.666  -0.214
N: -7.206 -2.451 3.986  -0.413
N: -10.906 -5.996 5.156  -0.548
C: 4.322 2.239 -1.032  0.922
C: 5.688 0.676 2.191  -1.599
C: -11.343 -5.070 5.678  0.463
C: 1.997 -0.727 -0.718  0.377
C: -9.879 1.351 -3.157  0.317
C: -12.221 5.521 -4.182  0.332
C: 1.070 -4.556 -4.790  -0.951
C: 5.417 6.847 0.628  -0.698
C: -7.498 -3.393 4.580  0.375
C: -4.718 -4.035 2.892  -0.191
C: 2.507 1.518 -2.664  0.076
C: 3.104 0.296 -0.522  1.041
C: -0.524 10.136 -3.632  0.327
C: -9.523 -0.997 0.202  -0.487
C: -0.404 0.225 -1.228  0.128
C: 5.920 5.606 0.957  -0.602
C: 3.323 1.355 -1.396  0.512
C: 7.055 0.025 1.891  -1.042
C: 4.677 7.001 -0.520  -0.595
C: 4.715 -3.044 3.956  0.420
C: -3.402 -4.633 2.646  0.137
C: 4.632 3.469 -1.841  -0.087
C: -0.765 4.099 -0.573  0.517
C: -5.732 -0.665 1.796  0.001
C: -7.870 -4.575 5.352  -0.798
C: 4.895 0.986 0.951  0.055
C: 5.659 4.541 0.138  0.390
C: 6.061 -1.080 -7.308  0.488
C: 3.498 -0.492 -4.050  0.267
C: -10.772 -1.295 0.907  0.367
C: 4.941 -0.842 -3.623  -0.650
C: 0.679 -0.047 -0.159  -0.654
C: -10.184 0.257 4.334  -0.546
C: -4.868 9.746 -4.707  -0.654
C: -11.971 -9.008 7.135  -0.496
C: -10.453 2.494 -2.442  -0.666
C: 5.748 -4.704 0.604  -0.158
C: 12.791 -2.835 -0.878  -0.926
C: 10.174 -3.154 4.184  -1.309
C: 6.223 -5.170 1.906  0.048
C: 9.225 -2.222 3.369  -0.090
C: 6.126 3.128 0.429  -0.266
C: -11.432 -9.504 8.403  0.276
C: -1.807 -0.317 -0.852  -1.010
C: 4.420 5.927 -1.338  0.434
C: 3.344 1.044 -3.890  -1.219
C: -11.752 5.396 -5.564  -0.732
C: 5.087 2.074 0.118  0.533
C: -4.244 0.129 0.530  0.447
C: 12.099 -1.943 0.054  0.430
C: 6.282 -2.357 -7.985  -0.809
C: -1.758 4.945 0.087  -0.896
C: 7.008 -1.417 1.308  1.848
C: -6.196 9.416 -4.183  0.291
C: -11.913 -3.898 6.346  -0.578
C: 0.817 -3.280 -4.121  0.431
C: 4.311 -4.267 4.650  -1.217
C: 9.098 -2.790 1.940  -0.630
C: 3.879 0.123 0.596  -0.881
C: -9.647 -0.261 5.594  0.327
C: 0.779 9.689 -3.134  -0.676
C: 8.488 -1.782 0.935  -1.166
C: 4.912 4.688 -1.007  -0.093
H: 5.314 -0.201 -2.820  0.187
H: 3.678 -0.723 1.248  0.525
H: 6.704 -2.175 2.017  -0.907
H: 2.232 2.554 -2.863  0.043
H: -4.798 -3.734 3.933  0.224
H: 5.981 -5.443 -0.161  0.482
H: 2.174 -1.601 -0.093  0.876
H: 9.680 -1.228 3.350  0.341
H: 10.114 -3.089 1.670  0.556
H: 0.656 8.815 -2.501  0.205
H: -10.965 6.123 -5.753  0.265
H: 0.348 -4.701 -5.591  0.346
H: 5.558 -2.479 -8.788  0.287
H: 12.978 -2.315 -1.815  0.301
H: -4.767 10.824 -4.812  0.264
H: 8.458 -3.683 1.956  0.090
H: 7.596 -0.047 2.844  0.287
H: 5.894 1.626 2.705  0.563
H: 4.171 6.260 -3.998  0.092
H: -12.949 -3.769 6.039  0.317
H: 13.740 -3.151 -0.450  0.294
H: -4.730 9.280 -5.681  0.265
H: -2.291 -0.707 -1.751  0.426
H: 1.424 9.427 -3.968  0.234
H: -0.499 1.324 -1.321  -0.130
H: 2.869 1.443 -4.793  0.463
H: -11.408 -8.135 6.808  0.057
H: 2.585 5.034 -2.924  -0.015
H: -8.106 -4.288 6.376  0.329
H: 6.234 -3.762 0.347  -0.017
H: -9.638 1.152 4.042  0.345
H: 11.188 -2.747 4.234  0.281
H: -11.497 2.620 -2.722  0.237
H: -4.099 9.385 -4.029  0.194
H: -11.360 4.394 -5.732  0.258
H: 5.146 -4.963 4.682  0.346
H: -11.347 -3.008 6.077  0.080
H: 0.954 0.932 0.251  0.201
H: 4.275 7.984 -0.742  0.473
H: -5.500 -4.758 2.667  0.286
H: 7.286 -2.385 -8.402  0.304
H: 6.442 -1.489 0.370  -0.151
H: -4.850 -3.162 2.258  -0.075
H: -8.748 -5.043 4.912  0.107
H: -2.654 4.363 0.295  0.233
H: -2.016 5.783 -0.559  0.291
H: 4.001 -4.027 5.666  0.353
H: 6.494 5.457 1.865  0.523
H: 3.480 -4.733 4.124  0.276
H: 9.116 -0.887 0.938  0.648
H: -12.576 5.576 -6.251  0.284
H: 1.806 -0.954 -1.762  -1.783
H: -1.711 -1.163 -0.166  0.481
H: 5.594 7.687 1.288  0.404
H: -11.899 -9.782 6.373  0.259
H: 0.979 -5.371 -4.075  0.273
H: -8.682 -1.429 0.742  0.071
H: -10.083 -0.495 3.554  -0.029
H: -7.044 -5.285 5.366  0.333
H: -9.907 3.401 -2.693  0.253
H: 8.260 -2.188 3.884  0.088
H: -11.873 -4.033 7.425  0.284
H: 4.671 -4.551 0.636  0.252
H: 4.355 1.455 -3.877  0.546
H: 7.683 0.623 1.231  0.647
H: 5.170 0.026 2.883  0.647
H: 1.247 10.484 -2.557  0.292
H: 12.177 -3.712 -1.073  0.270
H: 1.625 0.883 -2.615  -0.510
H: -13.016 -8.730 7.261  0.250
H: -0.142 -0.114 -2.229  0.105
H: -1.353 5.326 1.022  0.280
H: -6.326 -0.840 2.693  0.668
H: 3.434 -0.710 -5.123  0.704
H: 6.167 -3.172 -7.272  0.209
H: -11.237 0.505 4.455  0.331
H: 9.773 -3.368 5.178  0.396
H: -9.552 -1.414 -0.803  0.367
H: 0.266 -0.605 0.689  0.591
H: 5.586 -0.637 -4.495  0.175
H: -9.385 0.081 0.135  0.152
H: 10.263 -4.116 3.665  0.327
H: -10.391 2.328 -1.369  0.258
H: 2.724 -1.093 -3.575  -0.729
H: 8.569 -2.201 -0.077  0.142
H: 2.076 -4.558 -5.208  0.253

**Net charge**: 0
**HOMO energy**: -8.8 eV



2.
Here is a molecular structure, C63H86N12O3PSc at a distorted geometry from the OMol25 dataset. Energies are from ωB97M-V with the def2-TZVPD basis set.

Last column: Mulliken charge in e.
Cartesian coordinates (Å):
Sc: 0.022 -0.343 -0.491  -0.889
P: 1.633 2.514 -1.874  -1.415
O: 1.084 -2.649 3.687  -0.728
O: -3.250 -2.542 -1.687  -0.759
O: 0.916 -1.380 -2.452  2.523
N: -0.277 1.066 1.450  1.492
N: 2.909 -2.540 -2.615  -0.661
N: 2.090 -0.327 1.082  1.075
N: 2.544 -3.553 -4.607  -0.052
N: -1.086 -1.852 1.073  1.535
N: 4.551 -3.962 -3.464  -0.441
N: 0.361 1.985 3.364  0.225
N: 1.175 1.210 -1.174  0.898
N: -2.021 -0.632 -1.384  1.523
N: -0.357 -0.815 3.898  1.044
N: 1.222 -2.574 -0.229  1.409
N: 2.270 -3.997 1.113  0.017
C: -3.164 1.138 -4.487  0.092
C: 1.355 -2.759 -4.384  0.171
C: -0.983 1.449 6.667  -0.250
C: -4.744 1.514 -2.750  -0.346
C: 1.377 1.442 6.312  0.420
C: 2.797 -4.345 -5.793  -1.134
C: 3.784 0.426 4.837  -1.638
C: -2.855 0.055 -2.348  -1.214
C: -0.953 2.365 3.195  0.479
C: -0.402 -5.680 -1.497  -1.073
C: 1.112 -6.125 0.351  -1.037
C: -1.804 3.124 3.982  -0.872
C: 2.876 -1.550 1.236  -1.583
C: -5.851 -0.917 -1.041  -1.824
C: -2.135 -2.023 -4.737  -1.818
C: -4.826 0.171 -0.665  1.764
C: 2.094 -2.710 0.721  -0.444
C: 2.011 0.525 2.249  0.663
C: -4.261 1.829 -4.004  -1.433
C: -2.272 -4.288 1.792  -1.265
C: -1.352 -3.667 2.610  -0.980
C: 2.258 1.050 -4.187  -1.022
C: 2.539 3.652 -0.624  2.923
C: 3.234 3.352 -4.209  -1.891
C: 3.277 4.870 -1.179  -1.990
C: -0.809 -0.133 -5.636  -2.496
C: -0.009 -0.077 5.028  -0.166
C: 4.126 1.606 -2.660  -1.825
C: -1.136 0.412 5.765  0.645
C: 0.688 1.194 2.323  -1.199
C: 0.264 2.028 6.886  -1.796
C: 3.538 2.813 0.200  -1.725
C: -1.017 3.364 -1.610  -1.753
C: -3.088 3.302 3.509  -0.973
C: -2.474 0.221 -3.700  0.620
C: 0.177 3.525 -2.572  2.204
C: -3.648 0.459 6.215  -1.962
C: 2.845 -1.324 6.362  -1.902
C: 3.352 -3.367 -3.552  0.077
C: -1.986 -2.467 0.283  -0.466
C: -0.128 -4.323 -1.466  -0.050
C: -0.784 -2.447 2.239  0.543
C: 1.680 -2.134 -3.027  -0.486
C: -2.422 -1.711 6.022  -1.450
C: 0.197 -6.565 -0.592  -0.706
C: -0.223 2.835 -3.878  -1.444
C: -2.602 -3.665 0.603  -0.884
C: 0.767 -3.864 -0.501  -0.454
C: -5.587 1.316 0.012  -2.065
C: 0.132 -1.894 3.348  -0.776
C: 1.440 4.120 0.348  -2.216
C: 0.433 5.003 -2.858  -2.099
C: -1.446 -0.695 -4.363  2.246
C: -2.454 -1.863 -1.040  0.184
C: 2.854 2.174 -3.309  2.019
C: 1.396 -4.766 0.366  0.989
C: -3.494 2.752 2.287  -0.967
C: 2.554 -0.433 5.146  2.212
C: -4.086 0.608 -1.922  0.632
C: 1.282 0.351 5.441  0.069
C: -2.636 1.997 1.503  0.987
C: -1.347 1.789 1.982  -0.509
C: -2.481 -0.255 5.535  1.439
H: -3.381 -2.212 5.859  0.435
H: 0.368 2.891 7.533  0.386
H: 2.103 -0.084 3.145  -2.024
H: 4.706 2.377 -2.155  0.261
H: 4.764 1.170 -3.436  0.705
H: 3.845 -4.271 -6.088  0.448
H: -2.849 1.317 -5.506  0.259
H: 2.364 3.810 -4.680  0.357
H: 3.696 -1.984 6.166  0.483
H: 0.449 -3.367 -4.324  0.084
H: -5.055 2.264 -0.065  0.470
H: 0.789 4.867 -0.102  0.222
H: 3.879 2.973 -5.009  0.482
H: -0.061 -7.617 -0.631  0.431
H: -6.559 -0.517 -1.772  0.384
H: -2.908 -1.836 -5.490  0.506
H: 5.039 -3.865 -2.591  0.250
H: -0.661 -0.898 -3.639  -1.279
H: 4.781 -4.739 -4.055  0.201
H: -6.408 -1.232 -0.153  0.464
H: 3.785 4.128 -3.680  0.260
H: -1.650 -2.270 5.491  0.176
H: 0.486 3.030 -4.683  0.460
H: -4.763 2.564 -4.621  0.399
H: -0.420 5.400 -3.419  0.461
H: 3.614 1.112 4.003  0.259
H: 4.547 2.848 -0.206  0.495
H: 2.541 -5.397 -5.644  0.324
H: -4.118 -0.257 0.044  -0.340
H: 3.220 1.775 0.245  0.430
H: 1.583 -6.813 1.043  0.485
H: -0.617 -3.634 -2.147  -0.118
H: -2.606 -2.484 -3.874  0.130
H: -0.182 0.740 -5.444  0.444
H: 0.827 3.277 0.678  0.576
H: 4.628 -0.220 4.580  0.414
H: 2.360 1.823 6.568  0.381
H: 2.360 -1.108 4.321  -0.535
H: -4.508 2.925 1.959  0.348
H: 4.085 1.021 5.703  0.508
H: -1.409 -2.728 -5.164  0.340
H: 0.898 2.098 4.214  0.307
H: -4.586 -0.038 5.955  0.428
H: -1.562 0.140 -6.377  0.654
H: -3.720 1.503 5.900  0.365
H: -0.960 4.015 -0.739  0.478
H: 3.153 -1.724 2.275  0.133
H: 2.583 -4.222 2.043  0.452
H: 3.068 0.407 -4.556  0.935
H: -0.315 1.761 -3.724  -0.711
H: -1.840 1.826 7.212  0.399
H: -3.546 0.426 7.305  0.367
H: 1.328 5.158 -3.464  0.323
H: -5.669 1.966 -2.409  0.412
H: -2.195 -1.739 7.092  0.352
H: 3.875 0.813 -1.949  0.092
H: -2.726 -5.232 2.071  0.465
H: -6.572 1.445 -0.442  0.500
H: -0.188 -0.906 -6.097  0.376
H: 1.222 -1.990 -5.148  0.376
H: -1.051 -4.098 3.556  0.610
H: -1.476 3.545 4.926  0.499
H: 3.796 -1.491 0.646  0.590
H: -3.313 -4.077 -0.094  0.661
H: 3.075 -0.715 7.242  0.365
H: -5.361 -1.784 -1.472  0.327
H: -1.085 2.337 -1.258  -0.240
H: 2.642 5.507 -1.791  0.235
H: -2.940 1.587 0.546  -0.482
H: -2.647 -0.270 4.455  -0.176
H: -1.948 3.592 -2.141  0.681
H: 4.148 4.583 -1.770  0.326
H: 0.527 5.595 -1.947  0.376
H: -1.110 -6.062 -2.224  0.521
H: 1.738 1.447 -5.057  0.350
H: 3.640 5.469 -0.337  0.544
H: -1.199 3.206 -4.196  1.078
H: 2.802 1.278 2.282  0.186
H: -3.798 3.879 4.089  0.493
H: 3.587 3.200 1.223  0.574
H: 2.394 0.206 0.274  -0.693
H: 1.573 0.430 -3.612  -0.857
H: 2.192 -3.956 -6.607  0.367
H: 1.900 4.577 1.230  0.709
H: 1.977 -1.943 6.593  0.385
H: -5.744 1.087 1.068  0.457

**Net charge**: 0
**HOMO energy**: -7.0 eV
**Energy relative to the best compared isomer or geometry (same formula, charge and spin)**: 0.000 eV



Calculated values (eV) of lowest unoccupied orbital energy for the records, taken in order: -0.49; -0.01.